1.
DFT (wB97M-V/def2-TZVPD) results for one molecule with the formula C12H11NO.

Geometry as XYZ:
```
25
Properties=species:S:1:pos:R:3:forces:R:3:nbo_charge:R:1
N -3.825 2.565 -0.387 0.0 0.4 0.4 -0.799
C -2.596 1.912 -0.527 0.1 -0.2 -0.3 0.155
C -1.426 2.496 -0.049 -0.1 0.4 0.3 -0.256
C -0.191 1.888 -0.213 0.4 -0.1 0.1 -0.224
C -0.109 0.685 -0.890 -0.6 0.0 -0.1 0.240
O 1.120 0.098 -1.128 0.1 -0.2 0.2 -0.489
C 1.587 -0.824 -0.217 -0.3 -0.1 0.2 0.296
C 0.897 -1.188 0.944 0.2 0.3 -0.1 -0.261
C 1.490 -2.096 1.817 -0.2 -0.1 0.1 -0.203
C 2.721 -2.676 1.533 0.0 0.2 -0.1 -0.251
C 3.384 -2.320 0.361 0.0 0.2 -0.2 -0.187
C 2.814 -1.402 -0.520 0.2 0.0 -0.1 -0.267
C -1.268 0.100 -1.404 0.5 0.1 0.1 -0.227
C -2.496 0.705 -1.229 -0.1 0.2 0.2 -0.244
H -4.630 1.960 -0.379 0.0 -0.1 0.0 0.376
H -3.852 3.211 0.401 0.0 -0.3 -0.4 0.375
H -1.499 3.454 0.467 0.1 -0.2 -0.1 0.209
H 0.729 2.322 0.192 -0.4 0.0 -0.2 0.229
H -0.064 -0.730 1.186 0.3 -0.2 -0.1 0.224
H 0.966 -2.350 2.742 0.2 0.0 -0.3 0.213
H 3.160 -3.391 2.220 0.0 0.1 -0.1 0.215
H 4.361 -2.742 0.129 -0.2 0.0 0.0 0.215
H 3.296 -1.100 -1.455 -0.1 -0.2 0.4 0.227
H -1.182 -0.828 -1.950 0.0 -0.1 0.0 0.226
H -3.387 0.252 -1.644 0.0 0.0 0.0 0.210
```
Positions in Å, forces in eV/Å.

Computed properties:
**Gap between HOMO and LUMO**: 0.3333 Eh
**Energy above the lowest of the compared OMol25 structures with the same formula, charge and spin**: 0.000 eV
**Largest force on an atom**: 0.6 eV/A
**Energy**: -593.86847 Eh
**HOMO energy**: -8.1 eV
**SMILES**: Nc1ccc(Oc2ccccc2)cc1

***

2.
DFT (wB97M-V/def2-TZVPD) results for C20H25BeCaF20KNO7P as an isolated structure.

Geometry as XYZ:
```
77
Properties=species:S:1:pos:R:3:forces:R:3:mulliken_charge:R:1
N 6.180 1.062 2.219 0.4 -0.7 -0.9 -0.359
C 5.893 1.126 0.856 -0.1 -0.2 -0.1 0.400
O 5.219 0.287 0.302 -0.1 0.3 0.2 -0.576
C 6.495 2.303 0.097 -0.1 -0.3 0.0 -0.497
C 5.804 2.550 -1.238 0.4 0.4 0.0 -1.202
P 4.430 3.823 -1.167 0.8 -1.6 -0.4 0.657
C 3.093 5.273 -1.068 0.3 -0.3 0.2 0.011
F 3.698 6.385 -1.615 0.3 0.1 0.2 -0.322
F 2.067 4.942 -1.869 -0.1 0.1 0.1 -0.194
C 2.568 5.731 0.313 -0.7 0.3 -0.7 0.974
F 2.014 6.946 0.208 -0.2 -0.3 0.1 -0.269
F 3.663 5.910 1.145 -0.6 -0.4 0.2 -0.427
C 1.623 4.764 1.086 0.0 0.4 0.4 0.362
F 2.317 3.629 1.350 -0.1 0.1 -0.2 -0.275
F 1.411 5.374 2.268 0.0 0.0 -0.1 -0.330
C 0.200 4.448 0.468 -0.3 0.1 0.4 0.653
F -0.683 4.538 1.481 0.2 0.0 -0.2 -0.286
F -0.112 5.391 -0.442 0.4 -0.5 0.1 -0.322
C 0.041 3.004 -0.098 0.1 -0.1 0.1 0.548
F -0.038 2.176 0.961 0.0 0.0 0.0 -0.332
F 1.136 2.655 -0.801 0.0 0.1 -0.1 -0.259
C -1.202 2.823 -1.012 0.3 0.3 -0.5 0.715
F -0.865 3.394 -2.189 -0.1 -0.1 0.1 -0.294
F -2.269 3.474 -0.526 0.2 -0.2 0.1 -0.292
C -1.576 1.343 -1.336 -0.4 0.2 0.1 0.505
F -2.532 1.425 -2.269 0.0 0.0 0.0 -0.297
F -0.512 0.727 -1.867 0.1 0.0 0.1 -0.262
C -2.143 0.480 -0.145 0.2 0.0 -0.3 0.860
F -2.548 1.232 0.873 0.0 0.1 0.1 -0.259
F -1.196 -0.351 0.283 0.2 0.2 0.2 -0.264
F -3.169 -0.229 -0.581 -0.2 0.0 0.0 -0.270
H 6.074 0.084 2.476 -0.2 0.1 0.2 0.303
H 7.143 1.320 2.410 -0.2 0.5 0.4 0.254
H 6.516 3.189 0.748 -0.1 0.0 0.0 0.124
H 7.547 2.049 -0.068 0.0 0.0 0.0 0.509
H 5.435 1.609 -1.649 0.0 0.0 0.0 0.529
H 6.546 2.971 -1.926 -0.1 -0.1 -0.1 0.484
H 5.315 4.587 -0.350 -0.7 -0.8 -0.4 -0.466
H 4.518 4.044 -2.552 -0.4 0.3 -0.1 0.111
H 3.511 2.845 -0.740 -0.4 0.4 0.1 0.012
K 5.826 6.337 0.412 1.5 2.0 0.4 1.033
C 6.209 2.133 5.530 0.1 1.1 0.3 -0.876
O 7.013 2.250 4.603 0.2 0.2 0.3 -0.522
H 5.270 2.830 5.555 -0.1 -0.5 0.0 0.385
H 5.675 1.055 5.588 1.6 -0.3 -2.6 0.004
H 6.595 2.242 6.640 -0.2 -0.6 -0.1 0.334
C -2.358 -3.202 0.040 0.2 -0.8 0.5 -0.551
C -3.841 -3.501 0.140 -0.8 0.8 0.0 -0.600
O -4.219 -4.891 0.060 0.8 -0.2 -0.5 -0.076
C -4.142 -5.738 1.125 -0.6 0.8 0.2 0.132
O -4.549 -5.387 2.270 0.1 -0.2 0.1 -0.522
C -2.623 -6.350 1.297 0.0 -0.5 -0.2 0.645
F -2.061 -6.500 0.113 0.0 0.0 0.0 -0.185
F -2.734 -7.528 1.887 0.0 0.0 0.1 -0.237
F -1.875 -5.556 2.046 -0.1 0.1 0.0 -0.220
H -1.881 -3.815 -0.720 -0.1 0.1 -0.1 0.358
H -2.238 -2.158 -0.202 -0.1 -0.2 -0.2 -0.311
H -1.852 -3.373 0.992 0.0 0.0 0.0 0.367
H -4.353 -3.069 -0.715 0.1 0.0 0.0 0.263
H -4.282 -3.042 1.028 0.0 -0.2 0.1 0.558
H -4.637 -6.686 0.724 -0.1 -0.2 0.1 0.429
O -3.377 -4.264 -2.559 0.5 0.3 -0.4 -0.577
C -4.487 -4.556 -2.891 0.0 -0.4 0.5 0.539
O -5.470 -3.635 -2.998 0.1 -0.1 -0.2 -0.354
C -6.725 -4.312 -3.150 -0.5 -0.1 0.1 -0.278
C -6.401 -5.687 -3.719 0.0 0.0 0.0 -0.531
C -5.042 -5.944 -3.098 -0.1 0.0 -0.3 -0.190
H -7.162 -4.371 -2.135 -0.1 -0.2 -0.2 0.189
H -7.380 -3.733 -3.797 0.1 0.2 0.1 0.307
H -7.143 -6.438 -3.464 -0.1 0.1 0.1 0.313
H -6.332 -5.628 -4.807 0.0 0.0 0.0 0.310
H -5.161 -6.398 -2.112 0.1 0.0 0.0 -0.020
H -4.361 -6.543 -3.696 0.0 0.0 0.1 0.423
Be -2.340 6.953 -0.182 -0.3 0.3 0.0 0.069
O -7.333 -5.807 -0.634 0.7 -0.1 0.2 -0.592
H -6.537 -5.740 -0.083 -0.1 0.2 0.0 0.352
Ca 4.697 0.717 6.874 -1.4 0.2 2.4 1.673
```
Positions in Å, forces in eV/Å.

Computed properties:
**Gap between HOMO and LUMO**: 0.1030 Eh
**Largest force on an atom**: 3.0 eV/A
**Energy**: -4988.42046 Eh
**Charge**: +2
**HOMO energy**: -11.1 eV

***

3.
DFT (wB97M-V/def2-TZVPD) results for C35H33AuCl3N6OS as an isolated structure.

Geometry as XYZ:
```
80
Properties=species:S:1:pos:R:3:forces:R:3:mulliken_charge:R:1
Au 0.143 -0.275 0.365 -0.4 0.6 -1.6 2.007
C 1.158 2.624 -0.032 0.9 0.2 -0.3 -0.956
C 2.283 2.277 0.942 -0.2 0.1 0.0 -0.776
C 3.032 1.035 0.563 0.3 0.7 0.2 0.760
C 4.424 1.084 0.527 -0.3 -0.2 -0.1 -0.912
C 5.150 -0.041 0.183 -0.2 -0.1 0.0 -0.479
C 4.461 -1.204 -0.126 -0.2 0.2 0.1 -1.050
C 3.080 -1.177 -0.084 0.2 -0.9 -0.2 0.045
N 2.384 -0.090 0.254 -1.4 -0.4 0.2 0.045
N -0.114 1.985 0.299 0.4 -1.4 0.2 -0.037
C -1.084 2.164 -0.788 -0.6 -0.2 -0.8 -1.006
C -2.274 1.266 -0.607 -0.1 0.9 -0.2 0.815
C -3.564 1.666 -0.930 0.3 -0.1 0.1 -0.838
C -4.607 0.763 -0.788 0.1 -0.1 0.0 -0.415
C -4.331 -0.511 -0.311 0.2 0.3 -0.1 -1.038
C -3.024 -0.822 0.021 -0.4 -0.8 0.2 -0.301
N -2.028 0.040 -0.140 1.7 -0.4 0.5 -0.013
C -0.666 2.481 1.567 -0.5 0.0 0.8 -0.739
C -0.274 1.691 2.792 0.0 0.1 0.7 0.349
C -0.240 2.288 4.047 0.0 0.0 -0.4 -1.082
C 0.036 1.501 5.154 0.0 -0.2 0.0 -0.418
C 0.250 0.141 4.981 0.0 0.1 -0.1 -0.890
C 0.187 -0.374 3.698 0.1 -0.1 0.5 -0.184
N -0.060 0.387 2.640 -0.1 0.2 -0.5 0.203
H 1.451 2.305 -1.034 -0.1 0.1 0.0 0.523
H 1.025 3.713 -0.050 -0.2 -0.1 0.0 0.472
H 1.888 2.171 1.954 0.1 0.1 0.1 0.364
H 2.996 3.103 0.958 -0.1 -0.1 0.0 0.571
H 4.928 2.006 0.771 0.0 0.1 0.0 0.485
H 6.226 -0.005 0.145 0.2 0.0 0.0 0.465
H 4.982 -2.111 -0.395 -0.1 -0.1 -0.1 0.524
H 2.506 -2.052 -0.341 0.1 -0.1 -0.1 0.377
H -0.600 1.896 -1.732 0.0 0.1 0.1 0.437
H -1.401 3.210 -0.860 0.1 0.0 0.1 0.489
H -3.746 2.668 -1.289 0.0 0.0 0.0 0.507
H -5.617 1.055 -1.038 -0.1 0.0 0.0 0.486
H -5.113 -1.243 -0.195 0.0 -0.1 0.1 0.480
H -2.761 -1.786 0.429 0.0 -0.1 0.0 0.689
H -1.757 2.416 1.508 0.1 0.1 -0.1 0.525
H -0.403 3.536 1.706 0.0 -0.1 -0.2 0.357
H -0.431 3.345 4.158 0.0 0.1 0.0 0.506
H 0.078 1.944 6.139 0.0 0.0 0.0 0.475
H 0.461 -0.501 5.822 0.0 -0.1 0.0 0.460
H 0.328 -1.426 3.501 0.1 -0.1 0.1 0.405
Cl -5.526 -6.693 -6.599 -0.2 0.0 -0.2 -0.160
C -4.224 -6.296 -5.571 0.7 0.1 0.6 0.309
C -3.691 -7.262 -4.707 -0.3 0.3 -0.4 -0.930
C -2.618 -6.938 -3.901 0.1 0.4 -0.1 -0.345
C -2.060 -5.660 -3.916 -0.1 0.3 -0.2 -0.755
C -0.870 -5.358 -3.035 -0.2 -0.1 -0.1 1.334
C -1.303 -5.353 -1.540 -0.5 -0.6 -1.0 -1.268
N -0.603 -4.362 -0.763 0.4 1.0 0.6 0.373
C 0.208 -4.599 0.307 0.2 0.4 0.3 -0.444
C 0.624 -3.382 0.756 0.5 -0.5 0.6 -0.882
N 0.078 -2.414 -0.034 0.1 1.6 0.4 0.123
C -0.655 -3.036 -0.940 -0.5 -0.1 -0.7 -0.719
O 0.110 -6.354 -3.246 -0.4 -0.1 0.3 -0.459
C 1.449 -5.903 -3.286 0.4 0.1 -0.3 -0.649
C 1.758 -5.166 -4.561 0.0 1.1 0.5 0.187
C 1.930 -3.802 -4.684 0.1 -1.0 -1.3 0.612
Cl 1.889 -2.657 -3.431 -0.1 0.6 0.7 -0.084
S 2.243 -3.305 -6.335 -0.2 -0.3 1.1 -0.125
C 2.123 -4.922 -6.844 -0.2 -0.7 0.5 -0.413
C 1.868 -5.796 -5.813 0.2 0.4 -1.0 -0.904
C -2.630 -4.697 -4.760 0.0 -1.0 0.4 1.039
Cl -2.021 -3.083 -4.779 0.2 0.6 0.0 -0.225
C -3.693 -5.005 -5.588 -0.3 -0.4 -0.1 -0.801
H -4.119 -8.253 -4.681 0.0 0.0 0.0 0.450
H -2.184 -7.685 -3.255 0.0 -0.2 0.0 0.445
H -0.475 -4.367 -3.289 0.0 -0.1 0.0 -0.044
H -1.086 -6.339 -1.124 0.0 0.2 0.0 0.348
H -2.379 -5.174 -1.466 0.2 0.0 0.1 0.362
H 0.409 -5.586 0.670 0.1 -0.2 0.1 0.522
H 1.284 -3.142 1.564 0.1 -0.1 0.3 0.533
H -1.205 -2.553 -1.722 -0.2 0.0 -0.3 0.880
H 2.049 -6.814 -3.240 0.0 0.1 0.1 0.439
H 1.684 -5.276 -2.419 0.0 0.0 0.0 0.177
H 2.254 -5.161 -7.884 0.0 0.0 -0.1 0.452
H 1.770 -6.859 -5.940 0.0 -0.2 -0.1 0.456
H -4.113 -4.257 -6.242 0.0 0.1 -0.1 0.480
```
Positions in Å, forces in eV/Å.

Computed properties:
**Gap between HOMO and LUMO**: 0.0936 Eh
**Largest force on an atom**: 1.8 eV/A
**Energy**: -3670.80578 Eh
**Charge**: +3
**HOMO energy**: -14.4 eV

***

4.
DFT (wB97M-V/def2-TZVPD) results for an isolated ion of composition C3H5N2O2S and charge +1.

Geometry as XYZ:
```
13
Properties=species:S:1:pos:R:3:forces:R:3:nbo_charge:R:1
C 1.306 0.022 0.213 1.6 -0.4 0.1 0.627
C -0.362 -1.794 -0.009 -1.7 2.2 1.4 -0.072
C 0.390 1.207 0.149 -0.1 -0.9 1.9 -0.715
N 2.605 0.199 0.278 -1.3 -0.6 -0.2 -0.727
N 0.842 -1.448 0.180 4.9 -0.1 -0.5 0.045
O 4.742 0.428 -0.986 1.0 0.2 -2.3 -0.704
O 1.846 -2.275 0.195 -1.5 1.4 0.1 -0.490
S 4.186 0.258 0.271 -3.1 -0.5 2.4 1.723
H -0.660 -2.751 0.148 0.1 -3.2 -0.4 0.238
H -1.173 -1.180 0.292 -0.3 1.5 -0.6 0.205
H -0.440 0.994 -0.540 0.6 0.6 -0.2 0.291
H 1.097 2.038 0.033 -1.0 0.2 -0.6 0.279
H -0.129 1.345 1.160 0.8 -0.3 -1.1 0.299
```
Positions in Å, forces in eV/Å.

Computed properties:
**Gap between HOMO and LUMO (spin up / spin down)**: 0.2620 / 0.2619 Eh
**Energy above the lowest of the compared OMol25 structures with the same formula, charge and spin**: 3.912 eV
**Largest force on an atom**: 4.9 eV/A
**Energy**: -775.02402 Eh
**Charge**: +1
**HOMO energy (spin up / spin down)**: -13.8 / -13.8 eV